Record 1
Computed, not measured: one molecule with the formula C21H31N5O2S, with ωB97M-V with the def2-TZVPD basis set.

* frontier orbital gap: 0.3059 Eh
* SMILES: CCc1cc2c(cc3c(=O)n(CC(=O)NCCCN(CC)CC)nc(CC)n32)s1
* energy above the lowest of the compared OMol25 structures with the same formula, charge and spin: 11.7 kJ/mol
* energy: -44661.373 eV

ORCA input file:
```
! wB97M-V def2-TZVPD RIJCOSX def2/J DEFGRID3
* xyz 0 1
C -0.153 1.858 -7.637
C 0.840 2.408 -6.611
C 0.494 1.963 -5.232
C 1.120 1.015 -4.483
C 0.485 0.836 -3.234
C -0.633 1.664 -3.055
C -1.191 1.420 -1.796
C -0.401 0.441 -1.224
C -0.488 -0.189 0.071
O -1.331 0.075 0.921
N 0.479 -1.142 0.289
C 0.536 -1.873 1.539
C 1.251 -1.071 2.646
O 2.334 -1.395 3.086
N 0.556 0.010 3.017
C 0.950 0.869 4.106
C 0.266 0.489 5.422
C -1.261 0.415 5.290
N -1.674 -0.814 4.639
C -1.615 -1.994 5.487
C -0.906 -3.144 4.775
C -2.891 -0.709 3.857
C -4.141 -0.258 4.625
N 1.441 -1.465 -0.593
C 1.528 -0.891 -1.729
C 2.619 -1.276 -2.676
C 3.510 -2.372 -2.109
N 0.625 0.084 -2.105
S -0.900 2.666 -4.434
H 0.116 2.191 -8.636
H -1.158 2.207 -7.412
H -0.152 0.771 -7.620
H 1.848 2.062 -6.851
H 0.832 3.499 -6.655
H 1.992 0.489 -4.826
H -2.046 1.877 -1.345
H -0.485 -2.087 1.862
H 1.093 -2.792 1.356
H -0.382 0.122 2.650
H 0.697 1.899 3.837
H 2.034 0.783 4.218
H 0.649 -0.478 5.748
H 0.531 1.233 6.176
H -1.603 1.256 4.683
H -1.710 0.520 6.293
H -2.620 -2.323 5.789
H -1.067 -1.754 6.401
H 0.102 -2.850 4.494
H -0.849 -4.011 5.429
H -1.445 -3.428 3.875
H -2.709 -0.014 3.033
H -3.078 -1.692 3.419
H -5.002 -0.274 3.961
H -4.344 -0.919 5.465
H -4.018 0.753 5.005
H 3.215 -0.384 -2.894
H 2.163 -1.609 -3.613
H 2.928 -3.268 -1.918
H 4.304 -2.608 -2.813
H 3.950 -2.050 -1.170
*
```

Record 2
Computed, not measured: one molecule with the formula C30H34I2NO5P, with ωB97M-V with the def2-TZVPD basis set.

* frontier orbital gap: 0.2657 Eh
* SMILES: C=CCC1=C(c2ccncc2)C(=O)c2c(CCCCCCOC(C)=O)cc([C@H](I)[C@H](C)I)c(P(C)O)c2C1=O
* energy above the lowest of the compared OMol25 structures with the same formula, charge and spin: 0.0 kJ/mol
* energy: -68877.455 eV

ORCA input file:
```
! wB97M-V def2-TZVPD RIJCOSX def2/J DEFGRID3
* xyz 0 1
C 6.051 -1.667 2.655
C 5.582 -1.500 1.407
C 4.793 -0.255 1.065
C 3.432 -0.596 0.521
C 2.381 -0.885 1.292
C 2.381 -0.916 2.765
C 2.226 -2.089 3.494
C 2.199 -2.031 4.876
N 2.327 -0.934 5.626
C 2.456 0.177 4.896
C 2.499 0.250 3.517
C 1.087 -1.182 0.600
O 0.323 -2.016 1.010
C 0.853 -0.389 -0.644
C -0.410 0.071 -1.011
C -1.644 -0.210 -0.204
C -2.529 -1.278 -0.894
C -3.429 -2.016 0.094
C -4.650 -1.161 0.465
C -5.822 -1.967 1.016
C -6.993 -1.052 1.396
O -6.927 -0.609 2.751
C -6.148 0.480 2.984
C -6.451 1.785 2.298
O -5.233 0.400 3.742
C -0.518 0.833 -2.169
C 0.557 1.173 -2.993
C 0.169 2.049 -4.167
I 0.710 1.237 -6.096
C 0.540 3.550 -4.054
C 1.721 3.926 -3.167
I -1.197 4.582 -3.254
C 1.838 0.686 -2.643
P 3.307 1.073 -3.724
C 3.667 -0.502 -4.572
O 4.581 1.386 -2.724
C 1.957 -0.076 -1.462
C 3.272 -0.613 -0.960
O 4.135 -1.064 -1.659
H 5.983 -2.594 3.211
H 6.482 -0.805 3.156
H 5.781 -2.193 0.596
H 4.648 0.318 1.975
H 5.286 0.426 0.363
H 2.129 -3.039 2.991
H 2.058 -2.961 5.417
H 2.533 1.105 5.454
H 2.623 1.208 3.031
H -2.234 0.702 -0.097
H -1.414 -0.566 0.793
H -3.190 -0.746 -1.581
H -1.907 -1.954 -1.478
H -2.899 -2.244 1.019
H -3.789 -2.945 -0.349
H -5.006 -0.647 -0.432
H -4.336 -0.393 1.177
H -6.197 -2.591 0.204
H -5.557 -2.560 1.890
H -7.938 -1.559 1.228
H -6.981 -0.212 0.697
H -5.517 2.291 2.082
H -7.045 2.419 2.953
H -6.996 1.663 1.366
H -1.501 1.198 -2.446
H -0.909 2.012 -4.205
H 0.726 3.975 -5.032
H 2.651 3.768 -3.703
H 1.667 5.001 -2.993
H 1.708 3.456 -2.188
H 2.806 -0.768 -5.179
H 3.859 -1.331 -3.898
H 4.524 -0.376 -5.230
H 4.861 2.294 -2.861
*
```

Record 3
Computed, not measured: a 2-piece molecular cluster, C2H10N5 overall, with ωB97M-V with the def2-TZVPD basis set.

* frontier orbital gap: 0.3938 Eh
* energy above the lowest of the compared OMol25 structures with the same formula, charge and spin: 85.9 kJ/mol
* energy: -9681.122 eV

ORCA input file:
```
! wB97M-V def2-TZVPD RIJCOSX def2/J DEFGRID3
* xyz 1 1
N 0.126 -1.156 -1.838
C 0.274 -1.330 -0.536
N 0.934 -0.461 0.202
N -0.326 -2.441 0.032
H 0.776 -0.495 -2.289
H -0.068 -1.965 -2.355
H 0.581 -0.401 1.140
H 0.932 0.509 -0.168
H -1.147 -2.807 -0.488
H -0.347 -2.454 1.006
N -0.372 1.449 1.817
C -0.659 1.814 0.552
N 0.228 2.254 -0.305
H 0.465 1.883 2.211
H -1.101 1.292 2.485
H -1.683 1.727 0.234
H -0.225 2.296 -1.232
*
```

Record 4
Computed, not measured: a 2-piece molecular cluster, C2H2N2O overall, with ωB97M-V with the def2-TZVPD basis set.

* frontier orbital gap (spin up / spin down): 0.2750 / 0.2750 Eh
* energy above the lowest of the compared OMol25 structures with the same formula, charge and spin: 644.7 kJ/mol
* energy: -7127.162 eV

ORCA input file:
```
! wB97M-V def2-TZVPD RIJCOSX def2/J DEFGRID3
* xyz 0 1
O 0.848 -0.409 1.959
C 1.066 0.095 0.878
C -0.015 0.526 0.033
N -1.140 0.088 -0.125
N -2.100 -0.082 -0.878
H 2.071 0.351 0.524
H -1.103 0.394 -1.852
*
```

Record 5
Computed, not measured: C5H10O2 as an isolated structure, with ωB97M-V with the def2-TZVPD basis set.

* frontier orbital gap: 0.4002 Eh
* energy above the lowest of the compared OMol25 structures with the same formula, charge and spin: 313.3 kJ/mol
* energy: -9439.796 eV

ORCA input file:
```
! wB97M-V def2-TZVPD RIJCOSX def2/J DEFGRID3
* xyz 0 1
C 0.407 1.570 -0.318
C -1.089 1.328 -0.226
O -1.291 -0.053 -0.470
C -0.326 -0.733 0.309
C -0.335 -2.212 -0.006
C 0.968 -0.035 -0.051
O 1.919 0.059 0.970
H 0.694 2.421 0.365
H 1.540 0.993 0.780
H 0.774 1.865 -1.300
H -1.460 1.584 0.781
H -1.664 1.887 -0.962
H -0.515 -0.565 1.386
H 0.433 -2.724 0.583
H -1.308 -2.647 0.235
H -0.133 -2.373 -1.070
H 1.386 -0.363 -1.007
*
```

Record 6
Computed, not measured: C4H6O4 as an isolated structure, with ωB97M-V with the def2-TZVPD basis set.

* frontier orbital gap: 0.3402 Eh
* energy above the lowest of the compared OMol25 structures with the same formula, charge and spin: 656.4 kJ/mol
* energy: -12429.369 eV

ORCA input file:
```
! wB97M-V def2-TZVPD RIJCOSX def2/J DEFGRID3
* xyz 0 1
C -1.430 1.090 0.378
C -0.052 1.577 0.419
C -0.387 0.467 -0.579
C 0.323 -1.291 0.190
O -1.211 2.448 0.123
O -0.171 0.561 -1.919
O 0.998 -1.012 1.360
O 1.256 -1.816 -0.730
H -2.212 0.849 1.079
H 0.634 1.641 1.213
H -0.659 -1.871 0.152
H 0.142 1.425 -2.207
H 1.901 -0.981 1.134
H 0.854 -2.317 -1.506
*
```

Record 7
Computed, not measured: a 3-piece molecular cluster, C5H13NO2 overall, with ωB97M-V with the def2-TZVPD basis set.

* frontier orbital gap: 0.3138 Eh
* SMILES: C=CCNC=C.O.O
* energy above the lowest of the compared OMol25 structures with the same formula, charge and spin: 379.1 kJ/mol
* energy: -10977.950 eV

ORCA input file:
```
! wB97M-V def2-TZVPD RIJCOSX def2/J DEFGRID3
* xyz 0 1
C -0.180 -2.604 0.060
C 0.253 -1.824 -0.906
C -0.439 -0.863 -1.765
N 0.389 0.392 -1.775
C 0.250 1.287 -0.731
C 1.029 2.366 -0.696
H 0.328 -3.197 0.824
H -1.294 -2.804 0.102
H 1.360 -1.619 -1.171
H -0.385 -1.246 -2.812
H -1.531 -0.591 -1.460
H 0.963 0.552 -2.595
H -0.282 0.960 0.223
H 1.453 2.781 -1.686
H 1.276 2.881 0.171
O 0.771 1.686 2.535
H 1.303 1.984 1.778
H 1.021 0.759 2.580
O -2.131 -0.181 2.104
H -2.115 -1.073 2.441
H -2.041 0.354 2.778
*
```

Record 8
Computed, not measured: C5H6N2O2 as an isolated structure, with ωB97M-V with the def2-TZVPD basis set.

* frontier orbital gap: 0.3020 Eh
* energy above the lowest of the compared OMol25 structures with the same formula, charge and spin: 689.7 kJ/mol
* energy: -12350.473 eV

ORCA input file:
```
! wB97M-V def2-TZVPD RIJCOSX def2/J DEFGRID3
* xyz 0 1
C -0.009 0.347 0.339
C -1.179 1.033 0.182
C -0.687 -1.391 -0.132
C 1.447 0.029 0.195
C 1.501 -1.509 -0.230
N -2.260 0.190 -0.007
N -1.647 2.271 -0.090
O -1.907 -1.214 -0.215
O 0.301 -2.221 -0.174
H 2.007 0.575 -0.445
H 2.112 0.081 1.139
H 1.954 -1.455 -1.257
H 2.356 -1.959 0.345
H -1.347 3.048 0.463
H -2.642 2.176 -0.111
*
```

Record 9
Computed, not measured: a 2-piece molecular cluster, C5H15NO overall, with ωB97M-V with the def2-TZVPD basis set.

* frontier orbital gap: 0.3398 Eh
* SMILES: CCCN(C)C.O
* energy above the lowest of the compared OMol25 structures with the same formula, charge and spin: 146.8 kJ/mol
* energy: -8964.837 eV

ORCA input file:
```
! wB97M-V def2-TZVPD RIJCOSX def2/J DEFGRID3
* xyz 0 1
C -1.581 -0.237 2.236
C -1.632 -0.853 0.830
C -0.268 -0.981 0.136
N -0.242 -0.310 -1.169
C -0.200 1.128 -1.065
C 0.725 -0.884 -2.063
H -2.386 0.485 2.346
H -1.605 -0.864 3.124
H -0.709 0.411 2.297
H -2.254 -0.193 0.235
H -2.158 -1.806 0.767
H -0.043 -2.021 -0.064
H 0.524 -0.577 0.783
H 0.227 1.504 -0.114
H -1.175 1.646 -1.077
H 0.371 1.527 -1.885
H 1.509 -1.482 -1.591
H 0.290 -1.574 -2.794
H 1.191 -0.130 -2.692
O 3.507 1.771 0.763
H 2.631 1.724 1.174
H 3.280 1.717 -0.175
*
```

Record 10
Computed, not measured: a 3-piece molecular cluster, C27H46N4O10P2 overall, with ωB97M-V with the def2-TZVPD basis set.

* frontier orbital gap: 0.2438 Eh
* SMILES: CCN(CC[C@@](C#N)(Cc1ccc(C)cc1)[C@@H](C#N)N(C)C(C)=O)C(C)=O.COP(=O)(OC)OC.COP(=O)(OC)OC
* energy: -73753.813 eV

ORCA input file:
```
! wB97M-V def2-TZVPD RIJCOSX def2/J DEFGRID3
* xyz 0 1
C 3.658 -5.172 1.026
C 3.082 -4.768 -0.362
N 1.846 -3.982 -0.348
C 2.020 -2.627 0.203
C 2.476 -1.710 -0.935
C 2.868 -0.258 -0.511
C 3.834 0.178 -1.584
N 4.517 0.539 -2.433
C 1.700 0.753 -0.607
C 0.713 0.702 0.536
C 0.825 1.588 1.610
C -0.063 1.565 2.674
C -1.103 0.641 2.732
C -2.055 0.596 3.909
C -1.245 -0.241 1.667
C -0.359 -0.183 0.601
C 3.652 -0.209 0.828
C 4.853 -1.108 0.672
N 5.903 -1.572 0.622
N 3.973 1.143 1.321
C 3.936 1.031 2.809
C 5.326 1.576 0.983
C 6.533 1.350 1.913
O 5.525 2.181 -0.032
C 0.735 -4.671 0.244
C -0.413 -4.989 -0.713
O 0.639 -4.960 1.407
H 3.859 -6.242 1.108
H 4.638 -4.686 1.131
H 3.065 -4.829 1.874
H 2.870 -5.692 -0.915
H 3.868 -4.254 -0.919
H 2.707 -2.638 1.060
H 1.047 -2.347 0.621
H 3.396 -2.156 -1.336
H 1.775 -1.700 -1.772
H 1.187 0.653 -1.568
H 2.142 1.755 -0.606
H 1.610 2.340 1.635
H 0.025 2.259 3.506
H -1.525 0.936 4.806
H -2.905 1.272 3.775
H -2.405 -0.421 4.101
H -2.041 -0.982 1.661
H -0.488 -0.897 -0.213
H 3.049 -0.683 1.608
H 2.902 0.895 3.148
H 4.473 0.136 3.152
H 4.302 1.936 3.290
H 6.606 0.319 2.257
H 7.433 1.625 1.365
H 6.455 2.049 2.751
H -0.570 -4.113 -1.352
H -1.343 -5.118 -0.154
H -0.213 -5.883 -1.308
C 0.179 4.798 -2.991
O 0.136 5.258 -1.643
P -1.094 4.652 -0.667
O -1.114 3.267 -1.260
O -2.196 5.653 -1.363
C -1.933 7.060 -1.448
O -2.119 4.225 0.589
C -3.514 4.175 0.319
H 0.786 5.513 -3.547
H 0.651 3.820 -3.043
H -0.820 4.759 -3.426
H -1.651 7.314 -2.470
H -1.139 7.369 -0.770
H -2.846 7.595 -1.189
H -3.704 3.734 -0.659
H -3.956 5.170 0.376
H -3.970 3.559 1.093
C -4.123 0.407 -0.971
O -5.413 -0.164 -0.749
P -5.477 -1.825 -0.738
O -4.183 -2.156 -0.067
O -5.401 -1.895 -2.376
C -6.229 -1.041 -3.175
O -6.210 -3.308 -0.608
C -5.867 -4.320 -1.549
H -4.269 1.441 -1.283
H -3.547 0.399 -0.048
H -3.584 -0.123 -1.756
H -5.627 -0.228 -3.581
H -7.056 -0.623 -2.603
H -6.633 -1.629 -3.998
H -4.796 -4.324 -1.748
H -6.420 -4.186 -2.478
H -6.161 -5.271 -1.108
*
```

Record 11
Computed, not measured: C9H10LuN2O as an isolated structure, with ωB97M-V with the def2-TZVPD basis set.

* frontier orbital gap: 0.2306 Eh
* energy above the lowest of the compared OMol25 structures with the same formula, charge and spin: 0.0 kJ/mol
* energy: -48145.014 eV

ORCA input file:
```
! wB97M-V def2-TZVPD RIJCOSX def2/J DEFGRID3
* xyz -1 1
C -1.677 -0.484 1.100
C -1.935 0.669 0.303
C -1.281 1.785 0.909
C -0.614 1.329 2.082
C -0.831 -0.090 2.192
Lu 0.629 0.369 0.256
C 0.516 0.303 -2.168
C 0.291 -1.111 -1.772
C -0.493 -2.035 -2.417
N 0.694 -1.493 -0.547
H -1.302 2.811 0.531
H -2.609 0.689 -0.569
H 0.001 1.924 2.772
H -0.489 -0.764 3.009
H -2.077 -1.510 0.936
H -0.343 0.974 -2.392
H 0.742 -2.476 -0.335
H 1.482 0.685 -2.546
H -1.025 -1.786 -3.317
H -0.644 -2.961 -1.881
O 4.723 1.267 1.769
C 3.661 1.061 1.287
N 2.581 0.845 0.800
*
```